*P*
This record from OMol25 describes a structure of composition C13H22O5. The level of theory is ωB97M-V/def2-TZVPD.

```
40
Properties=species:S:1:pos:R:3:lowdin_charge:R:1
C -3.7219 0.1865 1.6250 0.04
H -3.3687 1.2337 1.4915 0.09
H -4.5948 0.1761 1.9715 -0.03
H -2.9944 -0.3422 2.1555 0.03
C -3.7625 -0.6032 -0.0111 -0.24
C -4.9015 0.1724 -0.6688 -0.06
H -4.9832 -0.3191 -1.5423 0.03
H -5.8463 0.1854 -0.3781 0.02
H -4.6818 1.3433 -0.9301 0.16
H -4.0149 -1.5317 0.2198 0.08
C -2.4619 -0.1656 -0.5220 -0.39
C -1.8947 1.0934 -0.5675 0.05
C -0.4693 1.0018 -0.3213 -0.29
O 0.4455 0.2782 -0.0158 0.08
C -0.0185 -1.1239 -0.5701 -0.17
O 0.7748 -2.0889 0.2127 -0.10
C 2.2244 -2.1651 -0.3247 -0.04
C 3.0124 -1.0668 0.4920 -0.08
C 4.5008 -0.6320 -0.3201 -0.10
H 5.0382 -1.5404 0.0000 0.10
H 4.2100 -0.5941 -1.4199 0.13
C 4.9295 0.6184 0.4740 -0.28
O 4.4195 1.8212 -0.0597 -0.11
H 3.4099 1.6810 0.2065 0.11
H 6.0819 0.7708 -0.2617 0.19
H 5.1288 0.4923 1.4078 0.04
H 2.4974 -0.2681 0.4907 0.00
H 3.2393 -1.2358 1.3889 0.03
H 2.1134 -1.7737 -1.3320 0.11
H 2.6056 -3.0600 -0.1958 0.06
C -1.4141 -1.2706 0.0067 -0.04
H -1.7294 -2.4265 -0.3368 0.20
H -1.3708 -1.2634 1.1641 0.15
H -0.0027 -1.2656 -1.5757 0.14
C 0.0478 2.4793 -0.0913 -0.21
O -0.5190 3.7649 -0.1412 -0.09
O 1.4314 2.5437 -0.0588 -0.01
H 1.7375 3.4669 0.4382 0.22
H -2.4253 1.9117 -0.5948 0.07
H -2.6723 -0.4844 -1.5051 0.13
```

Results
- frontier orbital gap (eV) = 8.56
- LUMO (eV) = 0.1944
- highest occupied orbital energy (eV) = -8.369

*Q*
This record from OMol25 describes the molecule C13H22O5. The level of theory is ωB97M-V/def2-TZVPD.

```
40
Properties=species:S:1:pos:R:3:lowdin_charge:R:1
C 0.1300 -2.4945 2.1065 -0.07
H 0.0675 -2.1735 3.1440 0.08
H -0.8517 -2.3749 1.6568 0.07
H 0.3966 -3.5498 2.0929 0.09
C 1.1796 -1.6615 1.3726 -0.39
C 2.4875 -1.6975 2.1609 -0.07
H 3.2664 -1.1153 1.6761 0.07
H 2.3334 -1.2861 3.1556 0.08
H 2.8400 -2.7223 2.2659 0.08
H 0.8286 -0.6295 1.3091 0.13
C 1.4087 -2.1682 -0.0742 -0.26
C 0.1332 -2.5395 -0.7609 0.04
C -0.3636 -1.8605 -1.7995 -0.17
O 0.2090 -0.7498 -2.3540 0.03
C 1.1896 -0.1266 -1.5569 -0.35
O 0.6170 0.6333 -0.5388 -0.08
C -0.2115 1.6901 -0.9970 -0.19
C -0.7911 2.4018 0.2176 -0.17
C -1.7123 3.5493 -0.1867 -0.19
H -1.1772 4.2278 -0.8579 0.12
H -2.5781 3.1616 -0.7254 0.12
C -2.1992 4.3337 1.0337 -0.28
O -1.1515 4.9387 1.7517 -0.07
H -0.6547 5.5059 1.1511 0.09
H -2.6859 3.6619 1.7441 0.12
H -2.9305 5.0915 0.7146 0.11
H -1.3446 1.6774 0.8167 0.12
H 0.0260 2.7839 0.8314 0.12
H -1.0147 1.2892 -1.6286 0.13
H 0.3898 2.3822 -1.6070 0.13
C 2.1529 -1.1454 -0.9433 -0.05
H 2.6508 -1.6566 -1.7691 0.13
H 2.8981 -0.6031 -0.3656 0.12
H 1.7235 0.5328 -2.2663 0.17
C -1.6319 -2.2302 -2.4707 -0.46
O -2.2118 -1.5548 -3.2800 0.13
O -2.1027 -3.4254 -2.0687 0.10
H -2.9349 -3.6114 -2.5325 0.13
H -0.4007 -3.4077 -0.4148 0.12
H 2.0202 -3.0770 -0.0036 0.15
```

Results
- frontier orbital gap (eV) = 9.81
- LUMO (eV) = 0.7096
- SMILES string = CC(C)[C@H]1C=C(C(=O)O)O[C@@H](OCCCCO)C1
- highest occupied orbital energy (eV) = -9.097

Which of them is least stable? Easy: *P*.

*P*
This record from OMol25 describes a cluster of 2 separate species, C9H11NOS in total. The level of theory is ωB97M-V/def2-TZVPD.

```
23
Properties=species:S:1:pos:R:3:lowdin_charge:R:1
C 2.2222 -1.0950 -2.0214 -0.03
C 2.6126 -1.1704 -0.6279 -0.07
C 1.0401 -0.3481 -2.3906 -0.07
C 1.7151 -0.7951 0.3409 -0.02
C 0.3830 0.2166 -1.3525 -0.12
C 0.6493 0.1030 -0.0036 -0.16
C -1.7422 2.6763 0.7518 -0.39
C -0.3342 -0.0193 2.4635 -0.02
C -0.2343 0.6483 1.0690 -0.26
N -0.9570 1.6389 0.8251 0.15
O -1.4623 3.8480 1.0095 -0.01
S -2.6230 -1.3839 -0.2459 0.49
H 2.7756 -1.6926 -2.7832 0.11
H 3.5357 -1.6199 -0.4143 0.08
H 0.7379 -0.3612 -3.4476 0.11
H 1.9561 -1.0612 1.3277 0.09
H -0.4443 0.9379 -1.5908 0.13
H -2.7831 2.2424 0.5018 0.15
H -1.2023 0.2894 3.0313 0.08
H 0.4504 0.3712 3.1877 0.11
H -0.3283 -1.0682 2.4928 0.05
H -3.8999 -1.4925 -0.7507 -0.19
H -2.0670 -0.8647 -1.3724 -0.21
```

Results
- frontier orbital gap (eV) = 9.27
- LUMO (eV) = -0.0877
- SMILES string = C/C(=N\C=O)c1ccccc1.S
- highest occupied orbital energy (eV) = -9.359

*Q*
This record from OMol25 describes the molecule C9H11NOS. The level of theory is ωB97M-V/def2-TZVPD.

```
23
Properties=species:S:1:pos:R:3:lowdin_charge:R:1
C 2.6542 -1.6378 0.3964 -0.52
C 2.7999 -0.1309 0.9413 -0.51
C 0.8766 0.5424 -0.7523 -0.17
C -0.5254 0.8566 -0.4283 -0.28
C -1.3453 1.1483 -1.5082 -0.06
C -2.7249 0.7954 -1.2755 -0.09
C -3.3829 0.3842 -0.0489 -0.06
C -2.4521 0.4941 0.9691 -0.13
C -1.1029 0.5604 0.8177 -0.09
H 0.1030 -1.4064 0.7696 -0.06
H 3.4569 -2.2776 0.8385 0.07
H 2.9571 -1.8905 -0.6064 0.06
H 1.6952 1.6330 0.9441 0.18
H 1.2638 1.1778 -1.6719 0.16
H 1.0143 -0.5142 -1.0392 0.10
H -0.9622 0.7252 -2.4749 0.13
H -3.0903 0.6579 -2.3719 0.12
H -4.4965 -0.0212 -0.2047 0.15
H -2.8978 0.3368 1.9483 0.11
H -0.3795 0.2143 1.5878 0.11
N 1.7191 0.6551 0.4889 0.02
O 3.6473 0.1671 1.7245 0.08
S 1.1726 -2.4699 0.9559 0.69
```

Results
- frontier orbital gap (eV) = 9.48
- LUMO (eV) = 0.4568
- SMILES string = O=C(CS)NCc1ccccc1
- highest occupied orbital energy (eV) = -9.022

Which of them is least stable? Easy: *Q*.

*P*
This record from OMol25 describes a cluster of 3 separate species, C4H16N2O2 in total. The level of theory is ωB97M-V/def2-TZVPD.

```
24
Properties=species:S:1:pos:R:3:lowdin_charge:R:1
C -0.9496 1.3087 -1.6035 -0.09
C -1.4525 0.8220 -0.1666 -0.10
C -1.6340 -0.7265 0.0175 -0.11
C -1.0924 -1.9641 2.0398 0.22
N -0.7050 -1.2384 1.0645 0.06
N 0.4673 1.9138 -1.5028 0.17
H -0.8164 0.5750 -2.4021 0.13
H -1.6750 2.1089 -1.8450 0.14
H -0.6188 1.2281 0.4451 0.10
H -2.4646 1.2084 0.0282 0.13
H -2.6801 -0.9404 0.3278 0.14
H -1.6366 -1.3194 -0.9016 0.14
H -2.1686 -2.2662 2.0540 0.15
H -0.4028 -2.3923 2.7560 0.13
H 0.2457 -0.8912 0.9180 0.12
H 0.4091 2.7524 -0.9014 0.18
H 0.5534 2.3736 -2.4167 0.18
H 1.2308 1.3125 -1.1410 0.14
H 2.3175 1.0336 1.2626 0.10
H 2.0904 -0.0435 0.3118 0.02
O 1.5924 0.7159 0.7075 -0.08
H 3.3315 -1.6361 1.1037 0.08
H 3.2096 -2.2813 -0.4176 0.11
O 2.8487 -1.6535 0.2616 -0.06
```

Results
- frontier orbital gap (eV) = 11.35
- LUMO (eV) = -7.7530
- charge = +2
- highest occupied orbital energy (eV) = -19.101

*Q*
This record from OMol25 describes a cluster of 3 separate species, C4H16N2O2 in total. The level of theory is ωB97M-V/def2-TZVPD.

```
24
Properties=species:S:1:pos:R:3:lowdin_charge:R:1
C 2.1944 1.6651 -0.6445 -0.13
C 1.3529 0.4205 -0.2962 -0.14
C -0.0888 0.8330 0.0499 -0.10
C -0.3611 0.1688 2.3862 0.18
N -0.6500 0.0467 1.1619 0.04
N 3.3775 1.3127 -1.5141 0.21
H 1.6591 2.4313 -1.1983 0.15
H 2.5671 2.1042 0.2722 0.14
H 1.4472 -0.1821 -1.2083 0.13
H 1.8248 -0.1298 0.4999 0.12
H 0.0618 1.8156 0.5014 0.13
H -0.8023 0.8325 -0.7653 0.15
H 0.3672 0.9163 2.6846 0.13
H -0.7004 -0.4418 3.2161 0.14
H -1.5847 -0.4398 0.9373 0.11
H 3.1293 1.1961 -2.5006 0.19
H 3.7985 0.4160 -1.2477 0.18
H 4.0541 2.0615 -1.4856 0.18
H -3.6516 -0.7778 -0.2330 0.09
H -2.6950 -1.9697 -0.0056 0.06
O -2.8066 -1.0118 0.1636 -0.03
H -3.7493 -4.3825 -0.3230 0.07
H -4.8518 -3.4576 -0.1774 0.07
O -3.8922 -3.4273 -0.2733 -0.05
```

Results
- frontier orbital gap (eV) = 9.80
- LUMO (eV) = -7.4004
- charge = +2
- highest occupied orbital energy (eV) = -17.196

Which of them is least stable? Easy: *P*.